1.
ORCA calculation (ωB97M-V/def2-TZVPD) on a cluster of 3 separate species, C3H13NO2S2 in total in a non-equilibrium geometry.

```
21
Properties=species:S:1:pos:R:3:forces:R:3:lowdin_charge:R:1
N -1.571 -0.583 -0.466 1.2 0.0 0.5 -0.005
C -0.940 0.736 -0.152 -1.9 -0.3 -1.0 -0.347
C -0.733 1.419 -1.508 0.2 2.0 0.7 -0.525
S 1.053 1.779 -1.816 -0.2 0.0 -0.7 0.453
S 1.799 2.626 -0.149 0.2 0.3 0.8 0.416
C 1.703 4.455 -0.169 -0.1 0.1 0.2 -0.448
H -1.177 -0.940 -1.330 0.1 -0.1 0.0 0.049
H -1.319 -1.272 0.235 -0.2 -0.1 0.1 0.034
H -1.720 1.214 0.444 0.1 0.6 -0.2 0.100
H -0.048 0.853 0.456 0.4 -0.9 0.0 0.039
H -1.066 0.862 -2.380 0.1 -0.4 0.1 0.060
H -1.277 2.383 -1.597 0.3 -0.5 0.2 0.072
H 0.696 4.853 -0.252 -0.1 -0.2 -0.6 0.028
H 1.995 4.807 0.826 0.3 -0.5 0.1 0.027
H 2.410 4.898 -0.865 -0.2 -0.1 -0.3 0.026
H 0.842 -6.069 2.072 0.0 -0.1 0.2 0.069
H -0.450 -5.630 2.812 0.1 0.0 0.1 0.071
O -0.010 -5.640 1.958 0.1 -0.4 0.0 -0.025
H -0.090 -4.229 1.122 -0.1 0.5 -0.4 -0.028
H 0.297 -3.115 0.081 0.1 -0.1 0.0 0.024
O -0.393 -3.407 0.679 -0.1 0.2 0.0 -0.090
```
Positions in Å, forces in eV/Å.

Structure (SMILES): CSSCCN.O.O
HOMO-LUMO gap (eV): 9.3096
Relative energy (zero: lowest compared OMol25 entry of this formula, charge and spin) (kJ/mol): 80.23
Charge: 0
Highest occupied orbital energy (eV): -8.8

=====

2.
ORCA calculation (ωB97M-V/def2-TZVPD) on a cluster of 4 separate species, C3H13NO2S2 in total in a non-equilibrium geometry.

```
21
Properties=species:S:1:pos:R:3:forces:R:3:lowdin_charge:R:1
S -3.087 0.561 0.622 0.1 0.0 0.2 0.333
S 1.682 0.304 -1.748 -0.3 0.5 0.1 0.818
C 0.267 -0.184 -0.903 -0.1 0.1 -1.1 -0.627
C 0.328 -0.203 0.675 0.6 1.0 2.2 -0.226
N -0.112 1.082 1.144 0.3 -0.7 -2.7 -0.043
C 0.706 2.150 0.644 0.6 -0.4 0.8 -0.097
H -4.168 1.190 0.151 0.1 0.1 -0.2 -0.301
H 0.023 -1.227 -1.155 0.1 -0.2 0.3 0.098
H -0.574 0.448 -1.173 -0.2 -0.2 -0.1 0.053
H -0.342 -0.952 1.036 -0.5 -0.6 0.0 0.113
H 1.308 -0.353 1.116 0.4 -0.5 -0.6 0.113
H -1.090 1.110 0.798 -0.8 1.0 0.8 -0.087
H 1.746 1.944 0.878 0.1 0.1 0.4 0.088
H 0.744 2.203 -0.476 -0.3 -0.1 -0.1 0.069
H 0.410 3.102 1.067 -0.1 0.2 -0.2 0.101
H -2.997 -2.626 -1.022 0.0 0.0 0.0 0.030
H -2.521 -1.313 -0.377 -0.2 -0.2 0.0 -0.133
O -2.225 -2.212 -0.628 0.3 0.1 -0.1 -0.129
H 4.052 -1.882 -0.100 -0.1 -0.1 0.0 0.036
H 2.758 -1.193 -0.531 0.2 -0.3 0.0 -0.107
O 3.094 -1.949 -0.017 0.1 0.2 0.1 -0.101
```
Positions in Å, forces in eV/Å.

HOMO-LUMO gap (eV): 3.5720
Relative energy (zero: lowest compared OMol25 entry of this formula, charge and spin) (kJ/mol): 502.54
Charge: 0
Highest occupied orbital energy (eV): -8.1

=====

3.
ORCA calculation (ωB97M-V/def2-TZVPD) on a cluster of 4 separate species, C3H13NO3 in total in a non-equilibrium geometry.

```
20
Properties=species:S:1:pos:R:3:forces:R:3:lowdin_charge:R:1
C -3.022 0.859 -2.448 -1.0 1.3 -0.1 -0.150
C -2.055 0.285 -1.494 0.3 -1.3 0.2 -0.218
C -1.743 0.716 -0.281 0.3 1.6 0.4 -0.313
N -0.596 0.467 0.520 -1.0 -1.9 -0.4 0.017
H -3.672 1.616 -2.005 -0.1 -0.1 0.6 0.062
H -2.566 1.479 -3.227 0.4 -0.5 -0.2 0.065
H -3.710 0.152 -2.905 0.2 -0.3 -0.2 0.058
H -1.628 -0.664 -1.796 0.6 0.1 -0.3 0.089
H -2.298 1.542 0.166 -0.1 0.1 -0.3 0.087
H -0.950 0.311 1.454 0.2 0.6 0.7 0.030
H -0.226 -0.470 0.313 0.3 0.5 -0.4 0.072
H 1.902 -2.443 0.748 -0.1 0.2 0.2 -0.017
H 2.235 -3.889 0.629 -0.2 -0.1 0.0 0.015
O 1.464 -3.308 0.660 0.4 0.0 -0.1 -0.129
H 1.436 1.855 1.582 -0.3 -0.1 -0.2 -0.057
H 2.623 2.339 2.380 0.2 0.0 0.1 -0.044
O 2.288 1.541 1.927 0.2 -0.1 0.0 -0.371
H 4.176 -1.106 0.907 0.0 0.5 0.1 0.018
H 3.041 -0.190 1.567 0.2 0.3 -0.1 -0.018
O 3.302 -1.094 1.303 -0.5 -0.7 0.0 -0.194
```
Positions in Å, forces in eV/Å.

Spin multiplicity: 2
HOMO-LUMO gap (alpha / beta) (eV): 2.5712 / 8.9788
Relative energy (zero: lowest compared OMol25 entry of this formula, charge and spin) (kJ/mol): 19.16
Charge: -1
Highest occupied orbital energy (alpha / beta) (eV): 0.9 / -5.5

=====

Question: Which value of charge does entry 2 give?
Answer: 0

=====

Repeat the second record exactly.
ORCA calculation (ωB97M-V/def2-TZVPD) on a cluster of 4 separate species, C3H13NO2S2 in total in a non-equilibrium geometry.

```
21
Properties=species:S:1:pos:R:3:forces:R:3:lowdin_charge:R:1
S -3.087 0.561 0.622 0.1 0.0 0.2 0.333
S 1.682 0.304 -1.748 -0.3 0.5 0.1 0.818
C 0.267 -0.184 -0.903 -0.1 0.1 -1.1 -0.627
C 0.328 -0.203 0.675 0.6 1.0 2.2 -0.226
N -0.112 1.082 1.144 0.3 -0.7 -2.7 -0.043
C 0.706 2.150 0.644 0.6 -0.4 0.8 -0.097
H -4.168 1.190 0.151 0.1 0.1 -0.2 -0.301
H 0.023 -1.227 -1.155 0.1 -0.2 0.3 0.098
H -0.574 0.448 -1.173 -0.2 -0.2 -0.1 0.053
H -0.342 -0.952 1.036 -0.5 -0.6 0.0 0.113
H 1.308 -0.353 1.116 0.4 -0.5 -0.6 0.113
H -1.090 1.110 0.798 -0.8 1.0 0.8 -0.087
H 1.746 1.944 0.878 0.1 0.1 0.4 0.088
H 0.744 2.203 -0.476 -0.3 -0.1 -0.1 0.069
H 0.410 3.102 1.067 -0.1 0.2 -0.2 0.101
H -2.997 -2.626 -1.022 0.0 0.0 0.0 0.030
H -2.521 -1.313 -0.377 -0.2 -0.2 0.0 -0.133
O -2.225 -2.212 -0.628 0.3 0.1 -0.1 -0.129
H 4.052 -1.882 -0.100 -0.1 -0.1 0.0 0.036
H 2.758 -1.193 -0.531 0.2 -0.3 0.0 -0.107
O 3.094 -1.949 -0.017 0.1 0.2 0.1 -0.101
```
Positions in Å, forces in eV/Å.

HOMO-LUMO gap (eV): 3.5720
Relative energy (zero: lowest compared OMol25 entry of this formula, charge and spin) (kJ/mol): 502.54
Charge: 0
Highest occupied orbital energy (eV): -8.1